Formula: C36H34N8O10
Source: the OMol25 dataset
Level of theory: ωB97M-V with the def2-TZVPD basis set

Output
M = 738.714 g mol⁻¹
Relative energy (zero: lowest compared OMol25 entry of this formula, charge and spin) = 0.000 eV
SMILES = O=[N+]([O-])c1ccccc1.O=[N+]([O-])c1ccccc1.O=[N+]([O-])c1ccccc1.O=[N+]([O-])c1ccccc1.O=[N+]([O-])c1ccccc1.CC#N.CC#N.CC#N
HOMO = -9.845 eV
LUMO energy = -0.996 eV
E_tot = -70264.624 eV
Max |F| = 1.2 eV Å⁻¹

Each line ends with the Mulliken charge.
Atoms and positions in Å:
O -13.26273 -11.56969 12.54169  -0.626
N -12.52577 -10.72019 13.00896  1.251
O -12.08280 -9.77835 12.38093  -0.651
C -12.13555 -10.86767 14.40736  -0.309
C -12.31041 -12.07768 15.04352  0.133
C -12.02994 -12.18897 16.39925  -0.999
C -11.52699 -11.11490 17.11845  -0.525
C -11.37030 -9.91584 16.42702  -0.191
C -11.69523 -9.76088 15.08724  -0.728
H -12.66190 -12.95209 14.51614  0.611
H -12.17904 -13.13703 16.90179  0.428
H -11.30334 -11.13084 18.17568  0.588
H -10.97511 -9.02222 16.89822  0.457
H -11.54351 -8.76404 14.70307  0.558
O -8.66332 -7.15622 18.74851  -0.566
N -9.79423 -6.71365 18.72420  1.073
O -10.80687 -7.39308 18.79538  -0.607
C -9.96713 -5.26983 18.57835  -0.019
C -11.23068 -4.73573 18.44067  -0.139
C -11.37709 -3.37098 18.26336  -0.549
C -10.25194 -2.56747 18.18113  -0.360
C -8.97998 -3.10610 18.35985  -0.576
C -8.83676 -4.46811 18.52724  -0.247
H -12.11863 -5.34721 18.53360  0.445
H -12.35362 -2.94207 18.09042  0.376
H -10.30755 -1.49683 18.02503  0.366
H -8.08270 -2.50489 18.33331  0.371
H -7.86226 -4.92065 18.63922  0.440
O -20.67293 -7.65229 14.44241  -0.583
N -19.66009 -7.94754 15.05418  0.913
O -19.54519 -7.93971 16.26239  -0.564
C -18.48846 -8.35566 14.26330  0.407
C -18.69094 -8.90542 13.01789  -0.503
C -17.60884 -9.41181 12.31900  -0.401
C -16.31088 -9.25225 12.79246  -0.651
C -16.15441 -8.66187 14.03831  -0.191
C -17.22813 -8.24587 14.81258  -0.623
H -19.67734 -9.00971 12.59071  0.428
H -17.76999 -9.90553 11.36733  0.422
H -15.39692 -9.63498 12.35718  0.548
H -15.16802 -8.50914 14.46503  0.367
H -17.10735 -7.96954 15.84908  0.409
O -10.62875 -13.97280 12.92857  -0.555
N -10.57979 -14.05084 11.71912  0.929
O -11.40797 -13.58231 10.95537  -0.606
C -9.45818 -14.76400 11.13042  0.090
C -9.17361 -14.62872 9.78732  -0.347
C -8.13696 -15.36803 9.22812  -0.553
C -7.43260 -16.26767 10.00599  -0.417
C -7.73843 -16.39597 11.36265  -0.438
C -8.75528 -15.65023 11.91777  -0.189
H -9.74715 -13.90881 9.21869  0.455
H -7.97286 -15.25408 8.16497  0.387
H -6.69179 -16.89930 9.53353  0.375
H -7.18957 -17.12112 11.94801  0.367
H -8.96307 -15.72985 12.97666  0.437
O -8.70416 -10.10372 19.12774  -0.566
N -9.42059 -10.30567 20.08209  1.130
O -10.47788 -10.91648 20.04574  -0.682
C -8.99991 -9.73809 21.36114  0.073
C -7.90443 -8.89655 21.40153  -0.093
C -7.50236 -8.38742 22.62583  -0.657
C -8.21163 -8.69551 23.78397  -0.371
C -9.30813 -9.54741 23.73271  -0.583
C -9.70223 -10.05660 22.50746  -0.317
H -7.36908 -8.62527 20.50406  0.441
H -6.62379 -7.75969 22.67972  0.383
H -7.85325 -8.25497 24.70664  0.376
H -9.82306 -9.82041 24.64267  0.387
H -10.54756 -10.72813 22.42828  0.432
C -16.14623 -12.50756 13.92016  -0.299
C -16.51321 -11.91570 15.19840  0.398
N -16.82448 -11.44686 16.19979  -0.474
H -16.24253 -13.58888 13.94823  0.375
H -15.15164 -12.14448 13.66063  -0.179
H -16.79408 -12.12005 13.13290  0.218
C -11.92377 -11.04445 9.14073  -0.163
C -11.33605 -11.11736 7.80047  0.105
N -10.86523 -11.14544 6.75772  -0.411
H -11.83650 -12.00927 9.63264  0.017
H -12.97781 -10.79213 9.04057  0.292
H -11.41525 -10.25343 9.68550  0.233
C -7.47486 -9.05405 15.21640  -0.363
C -7.47827 -8.86484 13.77393  0.195
N -7.46974 -8.72684 12.63709  -0.383
H -6.72058 -9.76624 15.54092  0.317
H -8.45790 -9.34213 15.57836  0.034
H -7.18483 -8.09696 15.65663  0.219